# 1
Below is a 2-piece molecular cluster, C6H17NO overall in a non-equilibrium geometry, with properties calculated with wB97M-V/def2-TZVPD.

Each line ends with the natural charge from an NBO analysis.
Atoms and positions in Å:
C: -1.02 1.83 0.00  -0.638
C: 0.21 0.93 -0.05  -0.033
C: 0.20 -0.15 -1.15  -0.228
C: -0.02 0.38 -2.57  -0.633
C: -0.56 -1.41 -0.70  -0.387
C: -0.64 -2.50 -1.80  -0.605
N: 1.48 1.66 -0.03  -0.855
H: -1.87 1.21 0.34  0.207
H: -0.88 2.60 0.75  0.211
H: -1.40 2.12 -0.98  0.210
H: 0.22 0.32 0.85  0.179
H: 1.24 -0.44 -1.14  0.209
H: -0.07 1.46 -2.48  0.206
H: 0.79 0.19 -3.27  0.217
H: -0.99 0.17 -3.02  0.209
H: 0.01 -1.80 0.14  0.205
H: -1.60 -1.24 -0.42  0.195
H: -1.43 -3.20 -1.56  0.207
H: 0.31 -3.02 -1.93  0.203
H: -0.91 -2.03 -2.74  0.203
H: 1.82 1.94 -0.94  0.361
H: 1.46 2.40 0.65  0.359
H: 1.92 -0.29 7.03  0.470
H: 0.45 -0.30 7.51  0.470
O: 1.28 -0.81 7.51  -0.940

- ΔE to the lowest compared entry with this formula, charge and spin (kcal/mol) = 16.7
- LUMO (Ha) = 0.032
- molar mass (Da) = 119.21
- calculated total energy (eV) = -10034.8598
- gap between HOMO and LUMO (eV) = 9.904
- structure (SMILES) = CC[C@@H](C)[C@H](C)N.O

# 2
Below is C5H7NO in the gas phase, with properties calculated with wB97M-V/def2-TZVPD.

Each line ends with the natural charge from an NBO analysis.
Atoms and positions in Å:
C: -1.56 -0.31 0.28  -0.410
C: -0.61 0.51 -0.57  -0.300
C: 0.52 1.28 0.06  -0.077
O: 1.78 0.56 0.05  -0.506
C: 1.69 -0.74 0.41  0.408
N: 0.68 -1.51 0.31  -0.484
C: -0.44 -0.99 -0.42  -0.075
H: -1.51 -0.21 1.36  0.220
H: -2.56 -0.48 -0.12  0.222
H: -0.99 0.88 -1.52  0.223
H: 0.32 1.52 1.11  0.183
H: 0.72 2.21 -0.48  0.207
H: 2.63 -1.13 0.82  0.171
H: -0.66 -1.59 -1.29  0.216

- ΔE to the lowest compared entry with this formula, charge and spin (kcal/mol) = 37.8
- LUMO (Ha) = 0.038
- molar mass (Da) = 97.12
- calculated total energy (eV) = -8834.5656
- gap between HOMO and LUMO (eV) = 10.476
- structure (SMILES) = C1=N[C@H]2C[C@H]2CO1

# 3
Below is C42H29Cl3N11O2S2Zr as an isolated structure in a non-equilibrium geometry, with properties calculated with wB97M-V/def2-TZVPD.

Each line ends with the Mulliken charge.
Atoms and positions in Å:
Zr: 0.17 -0.30 0.16  -0.732
C: 6.38 0.85 -1.76  -0.715
C: 6.42 1.74 -0.67  -0.646
C: 5.40 1.77 0.26  -0.139
C: 4.33 0.90 0.09  0.433
C: 3.10 0.68 0.83  0.140
N: 2.78 1.39 1.89  -0.535
C: 1.63 1.26 2.53  -0.186
C: 1.31 2.04 3.72  -0.036
C: 2.03 2.97 4.45  -0.018
C: 1.43 3.51 5.57  -0.718
C: 0.13 3.14 5.95  -0.807
C: -0.59 2.21 5.23  -0.044
C: 0.02 1.66 4.10  0.219
C: -0.41 0.65 3.15  -0.396
N: -1.57 0.01 3.24  -0.230
C: -1.86 -1.03 2.48  -0.392
N: -1.07 -1.58 1.51  0.016
C: -1.68 -2.71 1.06  -0.057
N: -1.27 -3.54 0.11  -0.387
C: -0.19 -3.34 -0.62  -0.073
N: 0.71 -2.31 -0.52  -0.026
C: 1.68 -2.50 -1.46  0.080
N: 2.78 -1.79 -1.62  -0.493
C: 3.09 -0.78 -0.83  -0.110
N: 2.40 -0.34 0.26  -0.261
C: 4.31 -0.01 -0.98  0.300
C: 5.33 -0.04 -1.92  -0.181
C: 1.39 -3.70 -2.23  0.282
C: 2.04 -4.31 -3.29  -0.024
C: 1.49 -5.48 -3.79  -0.802
C: 0.32 -6.03 -3.24  -0.641
C: -0.33 -5.41 -2.18  0.098
C: 0.22 -4.24 -1.69  0.249
C: -2.93 -2.91 1.78  0.004
C: -3.90 -3.90 1.69  0.219
C: -5.01 -3.77 2.50  -0.727
C: -5.15 -2.68 3.38  -0.639
C: -4.18 -1.70 3.46  -0.237
C: -3.06 -1.83 2.65  0.318
N: 0.58 0.44 2.23  0.106
H: 7.19 0.86 -2.48  0.407
H: 7.26 2.41 -0.57  0.394
H: 5.42 2.46 1.10  0.565
H: 3.03 3.25 4.15  0.569
H: 1.97 4.23 6.17  0.378
H: -0.31 3.59 6.83  0.403
H: -1.59 1.91 5.52  0.541
H: 5.29 -0.73 -2.75  0.562
H: 2.93 -3.87 -3.72  0.541
H: 1.95 -5.97 -4.64  0.385
H: -0.08 -6.94 -3.66  0.396
H: -1.24 -5.81 -1.76  0.540
H: -3.79 -4.72 0.99  0.526
H: -5.80 -4.51 2.45  0.381
H: -6.04 -2.61 3.99  0.397
H: -4.28 -0.85 4.12  0.536
C: 0.68 1.37 -5.05  -1.522
C: 0.71 0.61 -3.75  0.621
N: 0.48 -0.63 -3.57  0.259
O: 0.04 -1.35 -4.64  -0.423
C: 1.00 1.40 -2.52  0.287
C: 1.88 2.61 -2.57  -1.708
N: 0.46 1.05 -1.42  0.973
O: 0.65 1.67 -0.24  -0.698
H: 0.07 0.86 -5.78  0.424
H: 1.70 1.47 -5.44  0.298
H: 0.26 2.36 -4.90  0.333
H: -0.80 -0.89 -5.04  0.092
H: 1.60 3.27 -3.39  0.509
H: 2.91 2.29 -2.72  0.232
H: 1.81 3.14 -1.62  0.352
C: -3.45 3.11 2.77  -1.034
C: -3.03 2.96 1.34  -0.854
S: -2.44 1.45 0.62  0.866
C: -3.06 3.77 0.27  1.076
C: -3.45 5.20 0.09  -1.324
S: -2.46 2.72 -1.02  -0.149
H: -2.93 2.37 3.38  0.055
H: -4.52 2.95 2.88  0.301
H: -3.21 4.11 3.14  0.349
H: -4.06 5.53 0.93  0.375
H: -4.02 5.32 -0.83  0.338
H: -2.57 5.83 0.02  0.274
Cl: -5.05 -2.04 -1.23  -0.246
C: -3.45 -2.14 -1.90  0.270
Cl: -3.21 -3.22 -3.22  -0.203
Cl: -2.47 0.13 -5.29  -0.715
C: -2.52 -1.29 -1.48  -0.386
N: -1.68 -0.58 -1.00  0.245

- ΔE to the lowest compared entry with this formula, charge and spin (kcal/mol) = 22.9
- charge = -1
- LUMO (alpha / beta) (Ha) = 0.011 / 0.011
- molar mass (Da) = 981.49
- calculated total energy (eV) = -125034.0414
- gap between HOMO and LUMO (alpha / beta) (eV) = 4.572 / 4.578

# 4
Below is a 9-piece molecular cluster, C27H69F2O34P7 overall in a non-equilibrium geometry, with properties calculated with wB97M-V/def2-TZVPD.

Each line ends with the Mulliken charge.
Atoms and positions in Å:
C: -2.91 -4.76 -25.40  -0.512
C: -2.84 -3.59 -24.49  0.236
O: -2.16 -4.20 -23.41  -0.316
C: -2.34 -5.49 -23.36  0.509
O: -2.09 -6.21 -22.38  -0.333
O: -2.85 -5.85 -24.53  -0.333
F: -4.11 -3.31 -24.11  -0.273
H: -1.95 -4.75 -25.92  0.336
H: -3.78 -4.77 -26.06  0.333
H: -2.33 -2.69 -24.83  0.297
C: -5.79 -8.27 -22.68  -0.436
C: -4.65 -8.47 -21.71  0.859
O: -4.77 -9.87 -21.43  0.339
C: -6.03 -10.27 -21.68  0.384
O: -6.53 -11.38 -21.49  -0.422
O: -6.63 -9.37 -22.45  -0.271
F: -4.90 -7.79 -20.57  -0.260
H: -5.47 -8.41 -23.72  0.359
H: -6.32 -7.32 -22.64  0.218
H: -3.69 -8.19 -22.14  -0.736
C: -1.01 -13.40 -23.11  -0.684
O: -1.83 -12.27 -22.85  0.255
P: -2.99 -11.97 -23.97  0.526
O: -4.31 -12.61 -23.65  -0.363
O: -3.02 -10.36 -23.89  -0.234
C: -1.85 -9.53 -23.84  -0.437
O: -2.33 -12.33 -25.40  -0.292
C: -3.03 -12.63 -26.60  -0.800
H: 0.02 -13.04 -23.09  0.276
H: -1.09 -13.76 -24.14  0.376
H: -1.15 -14.14 -22.33  -0.047
H: -2.07 -8.72 -24.53  0.303
H: -0.86 -9.92 -24.09  0.363
H: -1.79 -9.08 -22.85  -0.069
H: -4.09 -12.87 -26.62  0.332
H: -2.52 -13.51 -26.99  0.297
H: -2.81 -11.84 -27.33  0.273
C: -4.50 -9.99 -17.99  -0.173
O: -3.76 -11.10 -17.57  -0.240
P: -2.19 -10.79 -17.33  0.502
O: -1.37 -12.03 -17.04  -0.696
O: -1.82 -10.08 -18.77  0.255
C: -1.59 -10.81 -19.97  -0.089
O: -2.21 -9.58 -16.25  -0.259
C: -2.52 -9.98 -14.92  -0.814
H: -4.02 -9.09 -18.38  -0.055
H: -5.12 -9.59 -17.19  0.375
H: -5.19 -10.38 -18.74  0.054
H: -0.51 -10.91 -20.09  0.450
H: -1.87 -10.19 -20.82  -0.180
H: -1.97 -11.82 -20.07  0.005
H: -3.41 -9.56 -14.45  0.299
H: -1.71 -9.83 -14.21  0.305
H: -2.86 -11.02 -14.97  0.330
C: -12.72 -13.78 -20.81  -0.718
O: -12.38 -14.10 -22.18  -0.267
P: -11.86 -13.07 -23.31  0.773
O: -12.77 -11.90 -23.49  -0.722
O: -10.41 -12.75 -22.73  0.055
C: -9.35 -12.19 -23.46  -0.521
O: -11.67 -14.00 -24.69  -0.369
C: -12.46 -15.14 -24.96  -0.624
H: -13.79 -13.85 -20.67  0.289
H: -12.55 -12.75 -20.50  0.314
H: -12.27 -14.46 -20.08  0.274
H: -9.56 -12.26 -24.52  0.394
H: -8.51 -12.87 -23.32  0.189
H: -9.02 -11.22 -23.09  0.124
H: -11.85 -16.02 -24.80  0.203
H: -12.77 -15.11 -26.00  0.276
H: -13.42 -15.02 -24.44  0.323
C: -2.57 -5.89 -19.09  -0.821
O: -1.30 -5.77 -19.63  0.327
P: -0.15 -5.04 -18.78  0.640
O: -0.47 -3.78 -17.97  -0.754
O: 0.46 -6.22 -17.89  -0.381
C: 0.56 -7.57 -18.49  -0.386
O: 1.00 -4.75 -19.84  -0.299
C: 0.68 -4.09 -21.09  -0.443
H: -3.42 -5.69 -19.74  0.164
H: -2.65 -5.34 -18.15  0.508
H: -2.72 -6.95 -18.88  0.144
H: 0.11 -7.50 -19.48  0.112
H: -0.16 -8.20 -17.97  0.122
H: 1.61 -7.86 -18.46  0.359
H: 1.13 -4.42 -22.03  0.294
H: 0.88 -3.02 -21.04  0.335
H: -0.39 -4.16 -21.31  0.031
C: -9.66 -3.81 -18.97  -0.753
O: -9.19 -4.72 -19.97  -0.295
P: -9.76 -6.24 -19.95  0.486
O: -11.24 -6.35 -19.99  -0.700
O: -9.05 -6.89 -21.25  0.295
C: -9.29 -6.35 -22.54  -0.886
O: -9.02 -6.97 -18.68  -0.352
C: -7.74 -7.57 -18.84  -0.465
H: -10.26 -4.23 -18.16  0.339
H: -10.18 -3.00 -19.47  0.264
H: -8.79 -3.37 -18.48  0.272
H: -9.28 -7.17 -23.26  0.264
H: -8.59 -5.58 -22.87  0.293
H: -10.30 -5.93 -22.65  0.414
H: -7.93 -8.61 -19.10  0.324
H: -7.09 -7.48 -17.97  0.323
H: -7.15 -7.19 -19.67  0.179
C: -7.12 -17.32 -23.46  -1.015
O: -7.19 -16.41 -22.42  0.162
P: -7.49 -16.86 -20.93  0.702
O: -6.63 -17.98 -20.39  -0.661
O: -9.08 -17.15 -20.86  -0.394
C: -9.95 -16.56 -21.85  -0.504
O: -7.35 -15.43 -20.12  -0.286
C: -8.25 -14.32 -20.28  0.151
H: -7.70 -17.00 -24.33  0.320
H: -7.30 -18.36 -23.19  0.428
H: -6.16 -17.28 -23.97  0.267
H: -9.51 -16.09 -22.73  0.213
H: -10.65 -15.85 -21.39  0.039
H: -10.56 -17.27 -22.40  0.440
H: -9.11 -14.31 -19.61  0.299
H: -8.71 -14.22 -21.26  -0.146
H: -7.69 -13.39 -20.18  -0.033
C: -0.74 -14.98 -18.52  -0.355
O: -1.56 -16.13 -18.75  -0.381
P: -2.77 -16.18 -19.83  0.699
O: -3.80 -17.25 -19.63  -0.652
O: -1.90 -16.33 -21.24  -0.356
C: -2.59 -16.54 -22.39  -0.456
O: -3.38 -14.70 -19.86  0.031
C: -4.53 -14.42 -20.65  -0.120
H: -1.01 -14.71 -17.50  0.253
H: -0.81 -14.23 -19.32  0.016
H: 0.29 -15.32 -18.56  0.343
H: -2.08 -17.38 -22.86  0.321
H: -2.48 -15.73 -23.11  0.070
H: -3.62 -16.89 -22.30  0.198
H: -4.31 -14.24 -21.70  0.214
H: -5.16 -13.68 -20.16  0.184
H: -5.14 -15.31 -20.80  -0.062

- LUMO (Ha) = -0.013
- molar mass (Da) = 1192.63
- calculated total energy (eV) = -169201.4163
- gap between HOMO and LUMO (eV) = 9.287
- structure (SMILES) = O=C1OC[C@@H](F)O1.O=C1OC[C@@H](F)O1.COP(=O)(OC)OC.COP(=O)(OC)OC.COP(=O)(OC)OC.COP(=O)(OC)OC.COP(=O)(OC)OC.COP(=O)(OC)OC.COP(=O)(OC)OC

- Which of these has the lowest molar mass?
  C5H7NO